Density functional theory data (the ωB97M-V functional and the def2-TZVPD basis) for a cluster of 22 separate species, C6H56NO26S in total.

Net charge: -1
Energy, eV: -72686.23993
HOMO-LUMO gap, eV: 6.393

XYZ file:
```
90
Properties=species:S:1:pos:R:3:mulliken_charge:R:1
C 1.71030 4.01321 1.16014 -0.867
O 1.68330 2.54021 1.07214 -0.355
C 0.56030 2.10321 0.45114 0.602
C 0.58530 0.58521 0.63114 -1.164
N -0.53670 -0.15479 -0.04386 1.311
H -1.40070 0.16121 0.46114 -0.695
H -0.81070 -0.05779 -0.95786 0.245
C -0.52970 -1.58779 0.15714 0.270
C -1.80170 -2.19579 -0.47086 -0.629
O -1.58870 -3.60679 -0.15086 -0.204
C -1.90370 -4.56179 -1.07886 -0.630
H 1.64030 4.48221 0.15114 0.060
H 2.49730 4.34321 1.60814 0.783
H 0.79430 4.30721 1.71714 0.310
H 0.51830 2.49621 -0.48486 -0.015
H -0.40570 2.63821 0.84414 0.119
H 0.42630 0.49721 1.68514 0.291
H 1.56630 0.35221 0.32814 0.526
H -0.64470 -1.66679 1.34414 -0.264
H 0.43330 -2.01579 0.00814 0.427
H -1.85670 -1.87479 -1.46486 0.654
H -2.53170 -1.67279 0.13514 0.245
H -2.96270 -4.62879 -1.37386 0.277
H -1.54270 -5.50879 -0.74886 0.181
H -1.02270 -4.23979 -1.84786 0.102
S -3.68170 1.74721 0.24914 1.222
O -3.82070 1.10421 -1.00186 -0.776
O -2.65570 0.99021 1.00314 -1.311
O -2.95470 2.90321 0.00314 -0.875
O -4.77570 1.98321 1.13514 -0.750
O 0.96730 3.59521 -2.87586 -0.610
H 0.17530 3.72121 -2.34586 0.259
H 0.59430 3.65921 -3.71986 0.248
O -5.60570 -2.29379 0.37014 -0.636
H -5.32370 -1.92979 -0.34786 0.281
H -5.02370 -2.07979 1.09214 0.318
O -1.29070 1.45621 3.01914 -0.589
H -1.90470 1.97421 3.59514 0.333
H -1.75870 1.23221 2.31114 0.306
O 4.73030 5.53421 -0.04186 -0.676
H 4.23430 4.77021 -0.12886 0.331
H 5.45130 5.30421 -0.62486 0.302
O 3.29130 -2.77479 1.06314 -0.693
H 2.74130 -2.43279 1.72914 0.368
H 2.83330 -3.55679 0.84314 0.308
O 3.72330 3.50821 -1.89886 -0.616
H 4.21230 4.03821 -2.39586 0.223
H 2.75530 3.53321 -2.27786 0.340
O -1.50270 4.97421 0.95014 -0.601
H -1.98970 4.26221 0.74214 0.275
H -1.88170 4.78321 1.85914 0.362
O -0.56470 0.54821 -2.85286 -0.564
H -1.53370 0.67121 -3.01586 0.279
H -0.14270 0.60321 -3.69286 0.227
O -1.63270 -3.86279 2.61214 -0.651
H -1.01670 -3.28979 3.04414 0.231
H -1.48470 -3.95479 1.68514 0.410
O 4.30030 1.03721 -0.56186 -0.709
H 3.73930 0.24921 -0.72886 0.449
H 3.86830 1.74021 -1.09986 0.325
O -3.40870 -1.02779 2.27514 -0.635
H -2.59870 -1.32779 2.95014 0.243
H -3.19570 -0.05579 1.83214 0.454
O 2.78930 7.19021 0.59914 -0.632
H 2.13930 7.54621 -0.04586 0.303
H 3.32430 6.53021 0.13814 0.368
O -3.31270 -7.53279 0.47814 -0.688
H -3.95970 -7.22579 1.24114 0.354
H -3.39170 -8.47479 0.41414 0.317
O 0.12930 6.89421 -0.35086 -0.618
H 0.35230 6.66121 -1.23486 0.292
H -0.51770 6.20421 0.00714 0.335
O 3.32330 -1.24179 -1.18186 -0.675
H 2.53030 -1.50779 -1.70986 0.232
H 3.36330 -1.77379 -0.31186 0.410
O 1.39330 -2.76179 -2.87886 -0.526
H 0.69730 -2.59879 -3.38386 0.297
H 1.14630 -3.67679 -3.00186 0.208
O -4.73970 -7.28579 -1.76086 -0.650
H -4.01670 -7.19079 -1.09286 0.358
H -4.24070 -7.50779 -2.60286 0.316
O 1.12530 -5.61779 -2.34086 -0.538
H 1.63130 -5.93079 -3.00586 0.242
H 0.70230 -6.39079 -2.08186 0.276
O 1.21430 -2.19779 3.04214 -0.452
H 1.72930 -1.63579 3.46414 0.263
H 1.39830 -2.85779 3.58514 0.197
O 4.99330 1.77921 2.27714 -0.653
H 4.67330 1.78821 1.35614 0.359
H 4.77730 2.73121 2.49814 0.322
```

---

Density functional theory data (the ωB97M-V functional and the def2-TZVPD basis) for an isolated molecule of CH2S2.

Net charge: 0
SMILES string: C1SS1
Energy, eV: -22738.47574
HOMO-LUMO gap, eV: 8.581

XYZ file:
```
5
Properties=species:S:1:pos:R:3:mulliken_charge:R:1
C 0.43328 -0.04667 -0.01302 -0.480
S -1.05324 1.00825 -0.00045 -0.067
S -1.33701 -1.04547 -0.01034 -0.096
H 0.97899 -0.11051 -0.87842 0.349
H 0.97799 0.19440 0.90224 0.294
```

---

Density functional theory data (the ωB97M-V functional and the def2-TZVPD basis) for an isolated molecule of C6H12N2O.

Net charge: 0
Energy, eV: -11441.42094
HOMO-LUMO gap (spin up / spin down), eV: 6.523 / 7.136

XYZ file:
```
21
Properties=species:S:1:pos:R:3:mulliken_charge:R:1
C 1.11353 1.18596 0.95739 -1.549
C -1.65766 -1.07424 -0.63470 -1.630
C -0.47967 1.80642 -0.89107 -1.523
C 1.26092 -0.16770 -0.69380 0.450
C -0.80514 -0.36266 0.35680 0.081
C 0.05900 0.75135 0.05747 1.701
N 1.67233 -1.39259 -0.18244 -0.446
N -0.76911 -0.85979 1.62625 -0.324
O 1.66539 0.21332 -1.77819 -0.589
H 2.66897 -1.54334 -0.26079 0.265
H 1.41350 -1.79422 0.70393 0.247
H -0.36881 -0.26591 2.34631 0.230
H -1.38042 -1.61959 1.88041 0.225
H 1.58983 2.13545 0.77552 0.300
H 1.44537 0.61049 1.80717 0.351
H -1.71999 -0.54624 -1.58240 0.331
H -2.67030 -1.21785 -0.24732 0.474
H -1.21654 -2.05996 -0.84070 0.385
H 0.35458 2.37613 -1.29585 0.385
H -1.18302 2.44230 -0.35176 0.342
H -0.99275 1.38268 -1.75222 0.294
```

---

Density functional theory data (the ωB97M-V functional and the def2-TZVPD basis) for a structure of composition C4H4NaO5.

Net charge: -1
Energy, eV: -18866.06196
HOMO-LUMO gap (spin up / spin down), eV: 3.008 / 3.007

XYZ file:
```
14
Properties=species:S:1:pos:R:3:mulliken_charge:R:1
O 0.44869 1.00638 -2.20864 -0.920
C 1.42484 0.50182 -1.55498 0.854
O 1.33360 -0.70467 -1.17719 -0.788
O 2.15807 1.34325 -0.85440 -0.187
C 1.97270 1.39149 0.63138 -0.257
C 2.40154 2.79203 1.03046 -1.028
H 2.70236 0.63747 0.98039 0.015
H 3.37258 3.12730 0.60138 0.248
H 2.46405 2.83720 2.13075 0.327
H 1.64291 3.53993 0.73821 0.185
Na -1.44008 -0.10174 -1.15702 0.628
O -0.81055 -1.53173 3.01778 -0.257
O -2.17559 -0.92865 1.25324 -0.416
C -1.45645 -1.29670 2.09205 0.596
```